1.
Here is C43H60CsFN8O5 as an isolated structure in a non-equilibrium geometry from the OMol25 dataset. Energies are from wB97M-V/def2-TZVPD.

Values from the calculation:
Energy relative to the best compared isomer or geometry (same formula, charge and spin) = 11.7 kcal per mole

ORCA input file:
```
! RIJCOSX wB97M-V def2-TZVPD def2/J DEFGRID3
* xyz -2 1
Cs -1.008 -0.082 0.601
C 1.813 2.576 4.374
C 0.919 1.446 3.938
N -0.263 1.600 3.488
N -0.787 2.870 3.477
C -1.413 3.103 2.337
O -1.420 2.373 1.315
C -2.190 4.396 2.301
C -2.354 5.194 3.432
C -3.100 6.361 3.367
C -3.690 6.748 2.170
C -3.527 5.959 1.039
C -2.782 4.791 1.106
C 1.448 0.060 3.973
C 2.807 -0.180 4.181
C 3.278 -1.484 4.163
C 2.389 -2.516 3.928
C 1.056 -2.184 3.721
N 0.588 -0.946 3.761
H 1.229 3.493 4.408
H 2.635 2.713 3.665
H 2.251 2.379 5.356
H -1.889 4.875 4.354
H -3.224 6.973 4.253
H -4.273 7.661 2.119
H -3.981 6.256 0.101
H -2.635 4.157 0.240
H 3.491 0.642 4.341
H 4.333 -1.685 4.309
H 2.705 -3.543 3.848
H 0.330 -2.968 3.531
C 2.620 1.261 0.137
C 3.839 1.502 -0.759
C 3.785 2.908 -1.360
C 4.078 0.430 -1.818
C 5.364 -0.095 -1.896
C 5.699 -1.085 -2.806
C 4.706 -1.591 -3.627
C 3.404 -1.101 -3.605
C 2.409 -1.780 -4.547
C 2.038 -0.923 -5.759
C 1.151 -2.336 -3.873
C 3.078 -0.020 -2.732
N 1.800 0.507 -2.690
C 1.490 1.566 -3.429
C 2.344 2.254 -4.342
C 1.915 3.336 -5.092
C 0.622 3.826 -4.995
C -0.247 3.199 -4.094
C 0.180 2.130 -3.356
F -0.692 1.588 -2.458
H 2.525 2.069 0.868
H 2.696 0.315 0.681
H 1.726 1.234 -0.480
H 4.726 1.469 -0.113
H 2.885 3.050 -1.954
H 4.646 3.094 -2.007
H 3.785 3.654 -0.560
H 6.119 0.283 -1.212
H 6.705 -1.484 -2.846
H 4.940 -2.405 -4.307
H 2.953 -2.647 -4.942
H 1.404 -0.087 -5.475
H 1.492 -1.532 -6.485
H 2.927 -0.517 -6.249
H 0.549 -1.540 -3.441
H 1.393 -3.042 -3.080
H 0.547 -2.870 -4.611
H 3.362 1.897 -4.450
H 2.618 3.807 -5.773
H 0.292 4.675 -5.580
H -1.262 3.548 -3.947
C -3.114 -5.260 0.384
C -1.718 -4.743 0.689
C -0.656 -5.812 0.430
O -1.667 -4.344 2.055
C -1.356 -3.521 -0.202
O -1.607 -3.573 -1.410
O -0.780 -2.571 0.420
H -3.315 -6.163 0.967
H -3.206 -5.482 -0.678
H -3.858 -4.507 0.653
H -0.848 -6.679 1.068
H 0.333 -5.414 0.667
H -0.675 -6.120 -0.617
H -1.175 -3.501 1.993
C -3.772 0.864 3.105
N -3.599 -0.442 2.502
C -3.092 -1.391 3.475
C -4.792 -0.922 1.840
C -5.127 -0.143 0.572
N -4.122 -0.278 -0.462
C -4.193 -1.550 -1.149
C -4.139 0.827 -1.395
H -4.590 0.863 3.853
H -3.987 1.621 2.352
H -2.846 1.159 3.597
H -3.788 -1.523 4.328
H -2.135 -1.034 3.860
H -2.937 -2.364 3.006
H -5.673 -0.881 2.515
H -4.637 -1.974 1.592
H -5.221 0.916 0.818
H -6.122 -0.469 0.209
H -5.140 -1.658 -1.713
H -4.119 -2.375 -0.442
H -3.354 -1.661 -1.836
H -5.092 0.895 -1.955
H -3.329 0.713 -2.118
H -3.978 1.765 -0.861
N 4.185 -2.996 0.016
C 2.851 -3.242 0.290
N 1.978 -2.576 -0.494
O 2.530 -4.095 1.111
H 4.445 -2.154 -0.477
H 4.811 -3.305 0.738
H 2.297 -1.873 -1.141
H 0.979 -2.616 -0.291
*
```

Atomic partial charges in e from the Mulliken method, atoms 1 to 6: 0.480, -1.743, 0.711, 0.545, -1.067, -0.543

---

2.
Here is a 9-piece molecular cluster, C43H62BCl2N9O7P overall from the OMol25 dataset. Energies are from wB97M-V/def2-TZVPD.

ORCA input file:
```
! RIJCOSX wB97M-V def2-TZVPD def2/J DEFGRID3
* xyz -1 1
C -1.540 -11.659 -2.606
C -1.191 -10.557 -1.621
O -0.252 -9.670 -2.194
C 0.850 -9.372 -1.350
C 1.757 -8.390 -2.085
O 2.301 -7.451 -1.175
C 2.022 -6.091 -1.474
C 0.601 -5.695 -1.076
O 0.523 -4.462 -0.382
B -0.934 -4.342 -0.148
O -1.265 -5.262 1.028
N -0.969 -4.730 2.223
O -0.488 -5.521 2.970
P -1.654 -2.503 0.303
C -0.321 -1.307 -0.155
O -2.772 -2.175 -0.926
O -1.558 -4.933 -1.336
C -0.577 -5.630 -2.070
C -0.387 -4.884 -3.399
Cl 0.449 -5.927 -4.607
C 0.209 -3.468 -3.251
C -0.648 -2.459 -3.999
Cl 1.905 -3.350 -3.873
H -0.625 -12.127 -2.974
H -2.138 -12.425 -2.109
H -2.107 -11.267 -3.450
H -0.793 -11.003 -0.703
H -2.094 -10.001 -1.343
H 1.377 -10.306 -1.112
H 0.514 -8.930 -0.406
H 2.582 -8.919 -2.573
H 1.161 -7.898 -2.853
H 2.263 -5.867 -2.516
H 2.696 -5.506 -0.848
H 0.286 -6.486 -0.378
H -0.466 -0.342 0.333
H -0.328 -1.118 -1.239
H 0.668 -1.688 0.106
H -2.404 -1.579 -1.588
H -0.923 -6.639 -2.322
H -1.380 -4.778 -3.834
H 0.285 -3.222 -2.196
H -0.984 -2.885 -4.947
H -0.115 -1.539 -4.237
H -1.543 -2.224 -3.421
N 1.496 0.896 -3.479
C 0.376 1.392 -2.885
C 0.577 2.733 -2.677
C 1.873 3.053 -3.172
C 2.414 1.892 -3.658
H 1.618 -0.067 -3.736
H -0.459 0.752 -2.659
H -0.131 3.409 -2.222
H 2.353 4.018 -3.167
H 3.369 1.692 -4.113
N -2.026 -2.760 -7.783
C -1.238 -1.650 -7.910
C -1.865 -0.786 -8.769
C -3.081 -1.403 -9.174
C -3.150 -2.619 -8.548
H -1.809 -3.559 -7.215
H -0.305 -1.570 -7.380
H -1.494 0.179 -9.071
H -3.819 -0.998 -9.846
H -3.901 -3.389 -8.580
N 0.228 4.099 0.497
C -1.132 4.186 0.582
C -1.450 4.517 1.873
C -0.231 4.633 2.593
C 0.787 4.370 1.714
H 0.740 3.863 -0.335
H -1.759 4.005 -0.274
H -2.447 4.657 2.255
H -0.114 4.876 3.636
H 1.854 4.350 1.854
N 2.164 9.236 5.014
C 1.780 8.287 5.923
C 1.018 7.360 5.263
C 0.939 7.763 3.902
C 1.656 8.923 3.781
H 2.731 10.037 5.217
H 2.076 8.348 6.956
H 0.568 6.488 5.708
H 0.418 7.257 3.106
H 1.849 9.548 2.925
N -1.194 4.569 -5.116
C -0.297 5.577 -5.327
C -0.825 6.419 -6.270
C -2.093 5.895 -6.641
C -2.290 4.753 -5.910
H -1.057 3.807 -4.473
H 0.637 5.606 -4.792
H -0.354 7.310 -6.652
H -2.780 6.307 -7.362
H -3.114 4.059 -5.889
N 3.831 -3.456 4.879
C 3.407 -4.314 3.897
C 2.252 -3.809 3.365
C 1.968 -2.596 4.049
C 2.958 -2.405 4.976
H 4.651 -3.580 5.442
H 3.958 -5.209 3.663
H 1.676 -4.255 2.573
H 1.127 -1.945 3.875
H 3.114 -1.616 5.693
N -4.749 3.727 4.197
C -4.005 2.608 3.938
C -4.796 1.515 4.168
C -6.070 1.995 4.579
C -6.010 3.363 4.587
H -4.420 4.671 4.115
H -2.980 2.684 3.615
H -4.496 0.488 4.049
H -6.931 1.402 4.837
H -6.752 4.104 4.833
N 3.881 10.202 10.222
C 4.373 9.554 11.322
C 4.523 8.232 10.997
C 4.106 8.076 9.647
C 3.716 9.309 9.198
H 3.670 11.181 10.175
H 4.574 10.084 12.237
H 4.890 7.461 11.653
H 4.094 7.165 9.073
H 3.341 9.628 8.242
*
```

Atomic partial charges in e from the Mulliken method, atoms 1 to 6: -1.181, -0.327, -0.320, -0.529, -0.092, -0.512

---

3.
Here is a 3-piece molecular cluster, C43H62N4O2SSi overall in a non-equilibrium geometry from the OMol25 dataset. Energies are from wB97M-V/def2-TZVPD.

Values from the calculation:
SMILES = Cc1cc(CCCCn2cccc2)c2c(c1CCCCCCCC[Si](C)(C)c1ccccc1)Sc1ccccc1N2.CNC(C)=O.CNC(C)=O

ORCA input file:
```
! RIJCOSX wB97M-V def2-TZVPD def2/J DEFGRID3
* xyz 0 1
C 0.940 0.524 3.837
C 1.515 -0.179 2.610
C 0.673 -1.085 1.951
C 1.096 -1.730 0.817
C 0.112 -2.679 0.111
C -0.731 -1.752 -0.833
C -1.384 -2.488 -2.016
C -1.780 -1.408 -3.067
N -0.559 -0.786 -3.568
C 0.474 -1.435 -4.208
C 1.450 -0.527 -4.490
C 1.032 0.780 -4.009
C -0.199 0.514 -3.478
C 2.391 -1.550 0.277
C 3.221 -0.653 0.939
C 2.788 0.033 2.087
C 3.727 1.044 2.741
C 3.716 2.351 1.876
C 2.333 3.042 1.837
C 1.611 2.847 0.466
C 0.081 3.046 0.552
C -0.694 1.737 0.218
C -2.007 1.596 1.012
C -2.811 0.342 0.545
Si -4.674 0.562 0.502
C -5.445 0.967 2.185
C -5.044 1.917 -0.795
C -5.572 -0.993 -0.134
C -6.444 -0.948 -1.225
C -7.128 -2.068 -1.670
C -6.986 -3.299 -1.044
C -6.108 -3.357 0.037
C -5.422 -2.244 0.482
S 4.873 -0.319 0.341
C 4.904 -1.183 -1.220
C 6.020 -0.991 -2.020
C 6.164 -1.644 -3.231
C 5.140 -2.511 -3.612
C 4.024 -2.679 -2.824
C 3.869 -2.021 -1.597
N 2.697 -2.320 -0.874
H 0.756 -0.159 4.679
H 1.525 1.388 4.164
H -0.047 0.917 3.533
H -0.341 -1.252 2.328
H -0.552 -3.079 0.895
H 0.620 -3.477 -0.437
H -1.470 -1.254 -0.187
H -0.028 -0.966 -1.157
H -0.685 -3.231 -2.420
H -2.329 -2.945 -1.678
H -2.308 -0.608 -2.523
H -2.417 -1.809 -3.866
H 0.480 -2.504 -4.404
H 2.416 -0.701 -4.962
H 1.585 1.710 -4.054
H -0.837 1.260 -2.997
H 3.400 1.336 3.745
H 4.761 0.673 2.798
H 4.470 3.045 2.285
H 4.002 2.118 0.838
H 2.497 4.119 2.015
H 1.644 2.708 2.629
H 1.919 1.893 0.013
H 2.009 3.640 -0.189
H -0.265 3.809 -0.163
H -0.167 3.357 1.582
H 0.001 0.914 0.471
H -0.871 1.640 -0.866
H -2.593 2.532 0.978
H -1.697 1.401 2.054
H -2.495 -0.525 1.149
H -2.483 0.118 -0.491
H -6.527 0.779 2.084
H -5.257 2.020 2.440
H -5.070 0.301 2.978
H -5.124 1.452 -1.785
H -5.961 2.430 -0.473
H -4.178 2.594 -0.832
H -6.618 -0.019 -1.770
H -7.829 -2.011 -2.509
H -7.529 -4.184 -1.373
H -6.015 -4.331 0.527
H -4.761 -2.384 1.342
H 6.834 -0.319 -1.734
H 7.038 -1.513 -3.866
H 5.219 -3.077 -4.544
H 3.252 -3.373 -3.169
H 2.545 -3.311 -0.749
C 4.866 3.582 -4.143
C 4.149 3.752 -2.826
O 3.033 3.299 -2.632
N 4.790 4.435 -1.839
C 6.106 5.043 -1.873
H 4.230 3.020 -4.821
H 5.076 4.555 -4.590
H 5.796 3.029 -4.000
H 4.252 4.508 -0.988
H 6.724 4.596 -1.092
H 6.009 6.112 -1.675
H 6.588 4.900 -2.835
C -1.584 -3.341 4.733
C -2.686 -2.582 4.036
O -2.740 -2.490 2.818
N -3.634 -1.991 4.808
C -3.742 -1.986 6.255
H -0.911 -3.751 3.985
H -1.016 -2.674 5.383
H -2.000 -4.164 5.315
H -4.338 -1.503 4.275
H -4.695 -2.434 6.541
H -3.719 -0.954 6.608
H -2.934 -2.541 6.719
*
```

Atomic partial charges in e from the Mulliken method, atoms 1 to 6: -1.490, 0.438, -0.434, 0.442, -1.606, 2.356

---

4.
Here is C43H63AsCdN3OSSb2Si2 as an isolated structure from the OMol25 dataset. Energies are from wB97M-V/def2-TZVPD.

Values from the calculation:
Energy relative to the best compared isomer or geometry (same formula, charge and spin) = 0.0 kcal per mole

ORCA input file:
```
! RIJCOSX wB97M-V def2-TZVPD def2/J DEFGRID3
* xyz 1 1
Cd 1.512 -0.883 -0.548
C -2.200 2.298 -0.171
C -1.553 3.240 0.872
C -0.094 2.938 1.257
Sb 0.303 0.958 2.013
C -0.882 1.132 3.799
C -0.733 2.231 4.642
C -1.541 2.372 5.764
C -2.508 1.416 6.051
C -2.645 0.305 5.229
C -1.832 0.161 4.112
C 2.198 1.403 2.932
C 2.525 2.643 3.480
C 3.727 2.829 4.154
C 4.633 1.783 4.269
C 4.337 0.551 3.696
C 3.125 0.365 3.042
Sb -3.304 0.613 0.661
C -3.783 -0.277 -1.244
C -3.895 -1.666 -1.332
C -4.279 -2.277 -2.524
C -4.551 -1.502 -3.643
C -4.451 -0.117 -3.565
C -4.082 0.491 -2.371
C -5.152 1.724 0.771
C -5.202 2.901 1.521
C -6.348 3.688 1.531
C -7.459 3.305 0.792
C -7.434 2.114 0.077
C -6.292 1.321 0.076
H -1.439 1.889 -0.841
H -2.928 2.850 -0.766
H -2.160 3.258 1.782
H -1.575 4.260 0.480
H 0.226 3.654 2.016
H 0.552 3.052 0.381
H 0.021 2.983 4.442
H -1.410 3.228 6.415
H -3.149 1.536 6.915
H -3.387 -0.452 5.458
H -1.936 -0.722 3.494
H 1.855 3.489 3.375
H 3.953 3.792 4.595
H 5.565 1.927 4.802
H 5.043 -0.268 3.764
H 2.907 -0.605 2.613
H -3.699 -2.276 -0.455
H -4.378 -3.355 -2.574
H -4.860 -1.972 -4.568
H -4.682 0.494 -4.430
H -4.060 1.574 -2.309
H -4.342 3.213 2.106
H -6.372 4.599 2.118
H -8.344 3.930 0.778
H -8.305 1.801 -0.487
H -6.297 0.389 -0.477
C 3.851 -5.724 0.035
Si 2.717 -4.493 -0.809
C 1.092 -5.355 -1.216
C 3.523 -3.934 -2.399
As 2.722 -2.671 0.712
Si 0.937 -3.374 2.109
C 0.991 -2.484 3.764
C 1.167 -5.185 2.535
C -0.748 -3.083 1.320
H 4.035 -6.601 -0.594
H 3.427 -6.068 0.983
H 4.812 -5.252 0.256
H 1.291 -6.415 -1.402
H 0.640 -4.947 -2.127
H 0.358 -5.295 -0.410
H 3.501 -4.734 -3.148
H 4.571 -3.679 -2.212
H 3.027 -3.057 -2.822
H 2.016 -2.444 4.147
H 0.385 -3.027 4.496
H 0.613 -1.460 3.720
H 2.157 -5.325 2.982
H 1.089 -5.860 1.679
H 0.420 -5.486 3.276
H -0.855 -2.043 1.000
H -1.558 -3.305 2.025
H -0.882 -3.720 0.440
O 0.941 0.867 -2.301
S 0.578 2.320 -2.529
C -1.060 2.333 -3.343
C -0.857 2.606 -4.830
C 0.366 3.515 -4.923
C 1.425 2.851 -4.056
H -1.627 3.129 -2.858
H -1.524 1.376 -3.117
H -1.743 3.064 -5.269
H -0.666 1.672 -5.364
H 0.126 4.508 -4.534
H 0.714 3.632 -5.949
H 2.240 3.518 -3.782
H 1.834 1.945 -4.506
N 3.491 1.358 0.017
C 4.151 0.987 -1.178
C 4.115 1.821 -2.290
C 4.680 1.421 -3.491
C 5.308 0.187 -3.596
C 5.385 -0.628 -2.476
C 4.819 -0.234 -1.271
H 3.366 2.356 0.090
H 3.939 0.995 0.847
H 3.648 2.798 -2.198
H 4.657 2.089 -4.345
H 5.742 -0.131 -4.536
H 5.915 -1.572 -2.530
H 4.920 -0.856 -0.391
N 0.802 -1.748 -3.314
N -0.097 -1.992 -2.213
H 0.400 -2.064 -4.187
H 0.929 -0.745 -3.377
H -0.122 -2.993 -2.077
H -1.039 -1.687 -2.428
*
```

Atomic partial charges in e from the Mulliken method, atoms 1 to 6: 3.814, -0.474, -0.461, -1.022, -1.217, 0.990

---

no.,HOMO energy (eV),HOMO-LUMO gap (eV)
1,-1.67,5.31
2,-4.39,6.04
3,-6.99,7.52
4,-10.19,7.85